Computed, not measured: a 9-piece molecular cluster, C21H42Cl6O18 overall at a distorted geometry, with the ωB97M-V functional and the def2-TZVPD basis.

For the energy relative to the best compared isomer or geometry (same formula, charge and spin), the calculation gives 0.872 eV. The molecular weight comes out at 795.3 g/mol. The value obtained for the HOMO-LUMO gap is 10.973 eV. The calculation puts the total energy at -134447.4923 eV. The SMILES is COC(=O)OC.COC(=O)OC.COC(=O)OC.COC(=O)OC.COC(=O)OC.COC(=O)OC.ClCCl.ClCCl.ClCCl. Its total charge is 0. The calculation puts the LUMO energy at 0.015 Eh.

Positions of all 87 atoms, in Å:
C 26.79131 -7.09419 -32.52650
O 27.04214 -6.67483 -31.17644
C 28.26299 -6.90597 -30.70942
O 29.22941 -7.14875 -31.34795
O 28.24869 -6.73816 -29.39913
C 29.45930 -6.80407 -28.66343
H 27.25634 -8.03685 -32.80853
H 27.09608 -6.29791 -33.19784
H 25.71845 -7.27601 -32.53246
H 29.84249 -7.82652 -28.64373
H 29.29073 -6.41970 -27.66675
H 30.24338 -6.23092 -29.16043
C 33.46351 -7.14753 -21.89605
O 33.65044 -5.73381 -21.79688
C 32.63597 -4.91429 -22.02628
O 32.79422 -3.74170 -22.08465
O 31.49511 -5.56593 -22.17460
C 30.30074 -4.80785 -22.28185
H 33.15069 -7.40304 -22.90984
H 32.74227 -7.47187 -21.14802
H 34.43468 -7.59622 -21.71701
H 30.09055 -4.41079 -23.27406
H 30.26643 -4.01369 -21.54154
H 29.49281 -5.52176 -22.14045
C 26.41550 -9.47897 -27.96498
O 27.67483 -10.15325 -27.94132
C 28.41717 -10.07357 -26.84367
O 28.13207 -9.49127 -25.84955
O 29.58203 -10.68704 -27.02580
C 29.83287 -11.54978 -28.13096
H 25.75332 -10.07872 -28.59384
H 26.49555 -8.51572 -28.46591
H 25.92925 -9.46478 -26.99334
H 29.31099 -11.28036 -29.04872
H 29.60473 -12.58831 -27.89998
H 30.89115 -11.40267 -28.34805
C 29.43709 -3.63767 -26.19953
O 29.59172 -2.67545 -27.22608
C 30.57093 -2.88815 -28.07104
O 31.32116 -3.81278 -28.05817
O 30.55784 -1.91016 -28.95003
C 31.58513 -1.97976 -29.91928
H 29.07836 -4.61448 -26.51376
H 28.72894 -3.21329 -25.49012
H 30.35680 -3.73834 -25.62724
H 32.56183 -2.00005 -29.43587
H 31.54846 -1.08858 -30.54149
H 31.48536 -2.83066 -30.59304
C 31.93259 -8.95051 -25.15261
O 32.34762 -7.59033 -25.21260
C 31.40455 -6.67065 -25.09113
O 30.23813 -6.86039 -24.89799
O 31.90104 -5.46828 -25.24846
C 33.29047 -5.28610 -25.46132
H 30.90806 -9.09088 -25.49531
H 31.96303 -9.25175 -24.11063
H 32.59176 -9.55331 -25.76690
H 33.89282 -5.69503 -24.65450
H 33.43881 -4.20349 -25.39765
H 33.60675 -5.51653 -26.47561
C 22.44924 -8.38222 -26.80095
O 23.25537 -9.47850 -27.25511
C 22.61541 -10.62286 -27.42968
O 21.49263 -10.85468 -27.13128
O 23.46799 -11.46967 -28.00369
C 22.94198 -12.74935 -28.25553
H 21.93103 -8.67430 -25.88580
H 21.72051 -8.14293 -27.57079
H 23.09747 -7.55912 -26.52980
H 22.39702 -13.16068 -27.39802
H 23.73450 -13.44716 -28.49854
H 22.16468 -12.77962 -29.02472
Cl 25.05659 -4.90781 -21.36219
C 26.40972 -5.54271 -20.36892
Cl 26.74319 -4.46336 -19.02923
H 26.09271 -6.53174 -20.07388
H 27.30441 -5.53012 -20.97493
Cl 30.32387 -10.18770 -21.80332
C 29.65443 -8.56740 -21.78417
Cl 27.97153 -8.60418 -21.28529
H 30.22875 -7.92224 -21.12353
H 29.70987 -8.08585 -22.75875
Cl 27.46938 -5.34748 -23.93707
C 27.06982 -6.82558 -24.81921
Cl 25.32766 -7.08611 -25.02997
H 27.50495 -6.70059 -25.80102
H 27.50065 -7.67149 -24.30569